{
  "formula": "C21H45AuOP3S",
  "method": "ωB97M-V with the def2-TZVPD basis set",
  "homo_lumo_gap_ev": [5.124, 3.739],
  "lumo_ev": [-10.405, -11.782],
  "spin_multiplicity": 3,
  "s2": 2.028,
  "total_charge": 3,
  "homo_ha": [-0.571, -0.570],
  "elements": ["H", "H", "C", "H", "H", "H", "H", "H", "H", "H", "H", "C", "H", "H", "H", "H", "C", "H", "O", "C", "H", "C", "H", "H", "C", "H", "H", "P", "C", "H", "P", "H", "H", "C", "H", "H", "C", "P", "C", "H", "H", "H", "C", "H", "C", "H", "H", "Au", "H", "C", "C", "H", "H", "H", "H", "C", "H", "C", "C", "H", "C", "S", "C", "H", "C", "H", "H", "H", "H", "H", "C", "H"],
  "coordinates": [[0.661100, -3.608500, 2.855600], [-1.452300, 4.061800, 1.057300], [1.075900, -1.667800, 3.620100], [-3.892000, 0.085300, -2.164500], [-3.089500, 1.552100, 1.809600], [2.439900, -3.295400, 3.022800], [0.004900, -2.810700, -9.427700], [0.631500, -5.051600, -8.584900], [-3.186200, -0.738700, 1.646000], [-2.112400, 0.694400, 3.017600], [-1.997600, -1.936700, -2.671800], [1.027400, -3.051500, -9.148300], [1.311200, 2.914700, 2.107300], [2.297800, -1.569800, 1.258200], [-3.565900, -2.178900, 0.683700], [-0.237800, 1.072200, -1.220500], [-3.448200, -1.092000, 0.648100], [-3.377500, -2.470300, -1.665800], [0.241400, -1.342000, 1.436200], [2.222000, 2.498800, -0.910300], [0.293000, -3.181400, -6.124400], [3.356700, -0.047800, -1.441500], [2.386900, -4.497200, -8.415900], [-1.006700, -1.725100, 3.017800], [-0.088000, -1.135000, 2.802400], [2.935100, -0.004200, -2.447600], [0.554600, 0.763600, -3.135300], [-0.684500, 1.722000, 1.311100], [0.193400, -1.027900, -6.018800], [0.022100, -0.894900, -7.083100], [2.201900, 0.780200, -0.263000], [1.324200, -3.002100, 0.671400], [0.826800, -1.902400, 4.677100], [1.459500, -2.834400, 2.777700], [1.929000, 3.182400, -0.109200], [-0.327100, 3.569600, -0.242600], [0.266800, 0.074100, -5.166600], [-2.142400, -0.666100, -0.597500], [0.563700, -2.483700, -4.114900], [3.218200, 2.765400, -1.281100], [1.910900, -0.929000, 3.597600], [0.155000, 1.079500, -5.566900], [-2.175500, 1.597900, 2.405800], [2.924400, 1.355400, 2.032300], [0.484500, -0.093700, -3.799200], [-0.223400, -0.118500, 3.116700], [3.504800, -1.088300, -1.143100], [0.000000, 0.000000, 0.000000], [4.325700, 0.462900, -1.426500], [-3.058900, 0.556200, -1.630800], [0.449300, 2.449200, 2.583500], [4.186700, 1.706200, 0.832900], [0.812400, 1.659400, 3.245900], [0.677700, -3.483400, -3.703800], [-2.232400, 2.468600, 3.068500], [0.345900, -2.308800, -5.477500], [-3.442400, 1.371100, -1.011900], [-2.326700, -2.158900, -1.655100], [-1.160600, 3.246600, 0.385300], [1.760400, -2.256300, -9.258600], [0.636800, -1.375900, -3.243800], [0.892600, -1.703300, -1.531800], [1.391700, -2.180300, 1.410800], [-0.074400, 3.200900, 3.184800], [3.413700, 0.987700, 1.127000], [1.490800, 2.583900, -1.716600], [-2.356200, 0.980200, -2.352200], [-1.699400, -2.965300, -1.269600], [3.897700, 0.032500, 1.350000], [-4.406900, -0.650300, 0.354500], [1.364400, -4.256500, -8.695200], [-1.994200, 2.999400, -0.277600]],
  "forces_ev_per_a": [[0.67, 0.28, -0.11], [0.09, -0.32, 0.00], [0.39, 0.55, 0.75], [0.20, -0.09, 0.26], [0.05, 0.02, 0.06], [-0.62, 0.34, -0.36], [0.10, -0.10, -0.06], [0.08, 0.09, -0.11], [-0.20, -0.09, -0.05], [-0.18, 0.22, 0.02], [-0.07, -0.04, 0.04], [0.00, -0.08, 0.28], [0.01, 0.07, 0.05], [-0.33, -0.15, -0.18], [0.12, 0.16, 0.03], [0.17, -0.98, 0.74], [0.74, 0.05, 0.64], [0.19, 0.23, 0.12], [0.39, -1.75, 1.39], [-0.66, -0.20, 0.04], [0.04, 0.17, 0.05], [-0.63, -0.21, 0.02], [-0.11, 0.04, -0.12], [0.45, 0.47, -0.17], [-1.15, -0.69, 2.88], [0.21, -0.09, 0.04], [-0.01, 0.06, -0.29], [-1.89, 4.73, 3.82], [0.05, -0.40, 0.20], [0.06, -0.06, 0.13], [3.94, 1.87, -0.39], [-0.21, 0.94, -0.01], [0.00, 0.24, -0.76], [0.00, -1.07, 0.11], [0.12, 0.04, -0.13], [-0.11, 0.12, 0.06], [0.11, 0.63, 1.03], [-4.13, -1.12, -1.44], [0.15, -0.62, -0.61], [-0.18, -0.16, 0.17], [-0.52, -0.30, 0.26], [0.05, -0.19, 0.07], [0.00, -0.61, -0.31], [0.16, -0.06, -0.07], [-0.25, 0.65, -0.55], [-0.32, 0.60, -0.68], [0.08, 0.08, -0.15], [-0.19, 2.39, -3.83], [-0.26, 0.12, 0.17], [0.80, 0.40, 0.18], [0.30, -0.47, -0.34], [-0.25, -0.10, -0.20], [0.03, 0.17, 0.06], [0.01, 0.10, -0.13], [0.13, -0.10, -0.25], [-0.01, -0.41, 0.43], [-0.02, -0.08, -0.05], [0.89, 0.10, -0.03], [0.30, -0.64, -0.51], [-0.02, -0.14, -0.07], [0.04, -0.15, 1.11], [0.02, -1.95, -3.18], [2.06, -2.50, -0.20], [0.00, -0.17, -0.25], [-0.80, -0.44, 0.52], [0.16, 0.17, -0.07], [-0.21, 0.01, -0.13], [-0.18, -0.11, -0.03], [-0.06, 0.12, -0.01], [0.29, 0.03, -0.11], [-0.08, 0.22, 0.12], [0.01, 0.17, 0.07]],
  "lowdin_charge": [0.151, 0.084, -0.139, 0.082, 0.051, 0.160, 0.052, 0.055, 0.019, 0.038, 0.045, -0.094, 0.036, 0.100, 0.068, 0.049, -0.192, 0.083, -0.400, -0.229, 0.115, -0.249, 0.055, 0.160, -0.202, 0.037, 0.067, 0.713, 0.023, 0.131, 0.735, 0.109, 0.161, -0.136, 0.043, 0.035, -0.013, 0.764, -0.062, 0.082, 0.135, 0.132, -0.218, 0.033, -0.103, 0.062, 0.046, 0.606, 0.085, -0.222, -0.213, 0.082, 0.045, 0.124, 0.077, -0.004, 0.047, -0.235, -0.210, 0.052, -0.578, 0.808, -0.247, 0.078, -0.199, 0.039, 0.041, 0.049, 0.061, 0.080, -0.076, 0.039]
}

---

{
  "formula": "C21H45BO4",
  "method": "ωB97M-V with the def2-TZVPD basis set",
  "homo_lumo_gap_ev": 9.551,
  "smiles": "BCCC(C)C.C1CCOC1.C1CCOC1.C1CCOC1.C1CCOC1",
  "lumo_ev": 0.582,
  "total_charge": 0,
  "homo_ha": -0.330,
  "elements": ["H", "H", "C", "H", "H", "H", "H", "C", "C", "H", "H", "H", "C", "C", "H", "H", "C", "C", "O", "H", "H", "H", "C", "H", "H", "C", "H", "H", "H", "H", "H", "O", "O", "B", "H", "C", "C", "H", "H", "C", "H", "H", "H", "C", "O", "H", "C", "C", "H", "C", "H", "H", "C", "H", "C", "H", "H", "H", "H", "H", "H", "H", "H", "C", "H", "H", "H", "C", "C", "H", "H"],
  "coordinates": [[3.000533, -2.083131, -4.471737], [-6.377593, -0.393583, 4.760638], [1.672823, -3.483466, -3.491728], [0.469520, -2.927354, -1.738276], [-1.125746, -0.174207, 2.386556], [4.838611, 4.707411, -3.585353], [-0.125384, 4.431207, -2.440423], [0.711002, 4.311913, -1.746370], [2.020280, -2.534288, -4.637967], [-4.351849, 0.309178, 3.650091], [0.801541, -2.687387, 5.654850], [0.994473, 1.390773, -2.332189], [1.800587, 3.427490, -2.363150], [1.195724, 2.191430, -3.042424], [0.853520, -4.144337, -3.781677], [1.203586, 0.413880, 3.997821], [-5.149621, -2.178659, 2.221252], [-1.388927, 0.330763, -0.903453], [0.618282, -1.407852, -3.112608], [1.231701, -0.493668, -4.844749], [1.097929, 5.304883, -1.506085], [2.057624, -2.141367, -1.825425], [0.924795, -1.483683, -4.505218], [-2.025851, -1.463350, 0.173573], [3.503324, -0.983749, 3.435724], [1.210978, -2.505100, -2.418573], [2.674609, 3.823849, -4.315288], [-6.497208, -2.929148, 3.772346], [-4.939839, -2.337560, 4.366121], [1.864946, 1.794984, -3.808304], [2.931711, -3.322801, 4.711679], [-0.879714, 1.569807, -0.395943], [-4.688534, -0.850677, 1.973970], [4.857323, 2.807468, -2.683502], [0.308691, 3.863695, -0.838060], [1.359561, -0.593797, 3.609761], [-6.253975, -0.739000, 3.735199], [2.024602, -3.013517, -5.615960], [0.025230, -1.776644, -5.057034], [-5.176733, 0.032903, 2.983861], [-5.549442, 0.937814, 2.502211], [4.329804, 4.793941, -1.929690], [2.389085, 5.263199, -3.369524], [2.293761, -2.711367, 4.075035], [0.308436, -1.434730, 4.087147], [-2.573481, 0.440105, 1.580280], [4.195372, 4.201811, -2.842840], [-1.508417, 0.244166, 1.455641], [0.244063, 2.437707, -3.521845], [2.661349, -1.228039, 4.081716], [-4.308940, -2.864621, 2.106544], [5.872910, 2.692821, -2.064051], [2.733525, 4.227927, -3.301029], [0.240294, -3.485742, 4.174288], [-0.767882, 1.503912, 1.025983], [0.293975, 1.450931, 1.298524], [-5.913215, -2.439006, 1.480359], [-0.292631, -1.107521, 0.277624], [2.341046, -3.108063, 3.058839], [2.406960, 3.059696, -1.525157], [-1.184352, 2.418494, 1.453058], [4.397603, 1.831427, -3.197563], [-0.794172, 0.042247, -1.768138], [0.850121, -2.668026, 4.560727], [2.510198, -4.098569, -3.165032], [2.899551, -0.900609, 5.095609], [-2.429723, 0.468533, -1.216852], [-5.729043, -2.170131, 3.630616], [-1.291396, -0.661917, 0.246812], [1.316315, -0.551320, 2.515164], [-7.214208, -0.648377, 3.223599]],
  "forces_ev_per_a": [[0.00, 0.00, 0.00], [0.00, -0.01, 0.00], [0.01, 0.01, 0.00], [0.00, 0.00, 0.00], [-0.03, -0.02, -0.01], [0.03, 0.02, 0.03], [0.05, 0.09, -0.02], [-0.01, -0.08, 0.01], [-0.01, 0.00, 0.00], [0.00, 0.00, 0.00], [0.00, 0.01, 0.00], [-0.05, 0.05, 0.05], [-0.02, -0.01, 0.12], [-0.03, -0.01, -0.02], [0.00, 0.00, 0.00], [0.00, 0.00, -0.01], [0.02, -0.01, 0.03], [0.04, -0.02, 0.01], [-0.04, 0.01, 0.03], [0.00, 0.00, 0.00], [0.01, -0.03, 0.06], [0.00, 0.00, 0.00], [0.05, 0.01, 0.00], [-0.01, 0.01, 0.01], [0.00, 0.00, 0.00], [0.00, -0.02, -0.02], [-0.02, -0.02, 0.00], [0.00, 0.01, 0.00], [0.00, 0.00, 0.00], [0.04, -0.03, 0.04], [0.00, 0.00, 0.00], [-0.01, 0.04, 0.01], [-0.02, 0.00, -0.06], [0.03, -0.02, 0.04], [-0.05, -0.03, -0.05], [0.03, 0.03, -0.03], [0.02, 0.00, 0.01], [0.00, -0.01, 0.00], [0.00, -0.01, 0.00], [-0.01, 0.00, 0.01], [0.00, 0.00, 0.00], [0.01, 0.00, -0.03], [-0.01, 0.00, -0.01], [0.00, 0.01, 0.01], [-0.02, 0.01, 0.02], [0.00, 0.01, -0.02], [-0.12, -0.02, 0.02], [0.04, 0.03, 0.07], [0.06, 0.02, -0.07], [-0.02, -0.02, 0.00], [0.00, 0.00, 0.00], [0.01, 0.00, -0.04], [-0.01, 0.02, -0.08], [0.00, 0.00, 0.00], [-0.02, -0.04, -0.01], [0.00, 0.01, 0.00], [0.00, 0.00, 0.00], [0.00, 0.00, 0.00], [0.00, 0.00, 0.00], [0.10, 0.06, -0.06], [0.00, 0.00, 0.00], [0.01, 0.01, -0.02], [-0.03, -0.02, -0.04], [0.01, -0.02, -0.02], [0.00, 0.00, 0.00], [0.00, 0.00, 0.00], [-0.01, 0.01, 0.03], [0.00, 0.00, -0.01], [0.00, -0.01, 0.00], [0.01, 0.00, 0.00], [0.00, 0.00, -0.01]],
  "lowdin_charge": [0.114, 0.111, -0.168, 0.114, 0.095, 0.110, 0.080, -0.073, -0.166, 0.117, 0.117, 0.059, -0.419, -0.071, 0.113, 0.121, -0.204, -0.187, -0.163, 0.109, 0.072, 0.119, -0.198, 0.111, 0.112, -0.206, 0.106, 0.110, 0.113, 0.059, 0.110, -0.158, -0.160, 0.004, 0.061, -0.215, -0.169, 0.111, 0.119, -0.210, 0.119, 0.101, 0.101, -0.169, -0.153, 0.096, -0.234, -0.158, 0.086, -0.166, 0.116, 0.020, -0.215, 0.116, -0.201, 0.108, 0.117, 0.104, 0.113, 0.123, 0.117, 0.031, 0.088, -0.204, 0.110, 0.114, 0.122, -0.169, -0.153, 0.106, 0.113]
}

---

{
  "formula": "C21H45LaN2P3S2",
  "method": "ωB97M-V with the def2-TZVPD basis set",
  "homo_lumo_gap_ev": 4.300,
  "lumo_ev": -11.389,
  "total_charge": 3,
  "homo_ha": -0.577,
  "elements": ["C", "H", "S", "C", "C", "H", "C", "H", "H", "C", "H", "H", "H", "H", "H", "S", "H", "H", "C", "H", "H", "C", "H", "H", "H", "H", "C", "H", "La", "H", "P", "C", "H", "C", "P", "C", "C", "H", "C", "H", "H", "C", "C", "C", "N", "H", "H", "H", "C", "H", "H", "H", "C", "H", "H", "H", "H", "H", "N", "H", "H", "H", "H", "H", "H", "C", "H", "H", "C", "C", "H", "P", "H", "H"],
  "coordinates": [[3.459496, -0.917813, -1.768822], [4.163182, -0.459911, -2.474252], [-3.937925, -0.363971, -1.663644], [0.433589, -1.043426, 3.202546], [-3.011781, -1.360163, -2.757954], [0.773803, -0.022365, 3.417375], [-1.801620, 1.686590, 2.825720], [0.520910, -3.702062, 2.233951], [5.248748, 1.994017, 1.400863], [-3.171431, -3.502669, -3.814401], [-3.263507, -1.271679, 0.904574], [-2.057475, 0.234287, -3.905346], [-3.267912, -3.197996, -1.650534], [-4.748393, -1.204922, -1.081536], [4.424871, 3.213524, 3.250607], [0.943601, 3.002019, 0.918373], [1.151669, 2.529844, 3.531780], [-3.751035, 3.089686, 1.259804], [-3.150345, -0.611905, 1.775065], [-3.157348, -3.349539, -5.996809], [0.964545, -2.068929, -3.676431], [2.334416, -1.675329, 1.321869], [1.471958, -2.739473, -2.081809], [-1.085159, -3.208864, 1.617564], [2.554192, -2.493413, 0.627892], [-4.450748, 1.930699, 0.110649], [2.106930, 2.111858, 1.831717], [3.102104, 0.317418, -4.078117], [-0.495475, 1.413781, -0.823442], [-2.508067, -1.109742, 2.512203], [0.528915, -1.388665, 1.398288], [2.039100, 0.364893, -3.819826], [-4.140685, -0.438419, 2.213386], [-2.419106, -0.794706, -3.918165], [1.757663, -0.333883, -2.152289], [4.387682, 2.129111, 3.380922], [-3.989841, 2.032083, 1.098382], [-0.589559, -1.171978, 3.572019], [-3.086587, -2.765795, -2.627666], [-0.119954, -1.951149, -2.274923], [5.238849, 1.856769, 4.008162], [4.508828, 1.466676, 2.021477], [-2.296239, 2.803920, -1.673533], [-2.451978, -1.556558, -5.082115], [1.977057, 2.054294, 3.163776], [-0.558736, 4.158466, -1.390667], [3.058598, 0.675585, 4.317984], [2.952644, 2.334332, 4.985826], [3.091945, 1.751422, 4.068054], [1.468947, -0.157424, -4.593001], [3.778531, -0.618966, -0.764875], [1.717683, 1.413688, -3.805459], [0.934445, -1.926823, -2.587885], [-3.477535, -4.555376, -3.760184], [-1.644908, 3.974093, 0.087953], [-1.206132, 0.940426, 3.366177], [2.731090, -1.929281, 2.310838], [3.251854, 1.563655, 0.285435], [3.207485, 1.492782, 1.299493], [-4.701130, 1.707691, 1.865571], [3.527043, -2.012244, -1.835264], [4.840420, 0.421436, 2.132970], [-2.105395, 2.563535, -2.741272], [-2.668021, 1.996048, 3.424990], [-1.157483, 2.556722, 2.623858], [-2.945525, -2.864582, -5.050912], [-3.373230, 2.800190, -1.429286], [1.090149, -1.749324, 3.726064], [-0.004239, -3.152401, 1.439667], [-1.411963, 3.612586, -0.934832], [-2.119647, -1.134603, -6.037960], [-2.476899, 1.005346, 1.257277], [2.850484, -0.768766, 0.989729], [0.209580, -3.624353, 0.472358]],
  "forces_ev_per_a": [[0.48, 0.31, 0.54], [-0.18, -0.22, 0.15], [1.13, 2.08, 0.04], [-0.15, 0.26, 0.09], [0.90, -1.17, -0.41], [-0.13, -0.31, 0.01], [-0.02, 0.21, 0.08], [-0.10, 0.24, -0.22], [-0.28, -0.21, 0.18], [0.30, 0.01, -0.26], [0.03, 0.18, 0.33], [-0.49, 0.07, -0.31], [-0.34, -0.11, -0.16], [-0.36, -0.99, 0.32], [-0.06, 0.00, 0.09], [0.26, -0.09, -0.29], [0.51, -0.12, -0.03], [-0.05, -0.15, 0.03], [-0.03, -0.37, -0.24], [0.19, -0.23, 0.20], [0.07, -0.10, 0.37], [0.45, 0.32, -0.32], [-0.28, 0.11, -0.20], [0.22, -0.09, -0.02], [0.03, 0.16, 0.10], [-0.05, -0.11, 0.29], [1.64, -1.30, 1.15], [-0.29, 0.13, -0.03], [4.29, -6.31, 1.19], [-0.15, 0.23, -0.20], [0.17, -0.43, 0.48], [-0.22, 0.67, -0.20], [0.24, -0.14, 0.01], [-0.87, -0.41, 0.58], [0.30, -0.82, -0.77], [0.16, 0.31, -0.10], [0.02, 0.07, -0.22], [0.23, 0.04, 0.03], [-0.72, 0.83, -0.94], [0.23, -0.08, -0.11], [-0.09, -0.04, -0.11], [0.43, -0.61, 0.03], [-0.94, 5.59, 0.06], [0.50, -0.15, -0.11], [-0.66, 1.01, -0.93], [0.16, -1.09, 0.12], [0.08, 0.40, -0.01], [-0.05, -0.23, -0.23], [0.02, -0.55, 0.26], [0.04, 0.08, 0.16], [-0.01, -0.17, -0.25], [0.26, -0.06, -0.36], [-0.36, -0.13, 0.28], [0.32, 0.46, -0.15], [-0.22, -0.33, -0.71], [-0.29, 0.20, -0.17], [-0.15, -0.15, -0.19], [0.15, 0.13, 0.36], [-1.30, 1.55, -0.13], [0.07, 0.19, -0.14], [-0.03, 0.37, -0.04], [-0.20, 0.30, -0.14], [0.30, -0.08, 0.52], [0.36, -0.09, 0.12], [-0.43, -0.24, 0.11], [-0.10, -0.01, 0.52], [0.79, -0.75, 0.41], [-0.24, 0.11, -0.07], [-0.39, 0.12, -0.33], [-4.21, 2.05, -2.00], [-0.14, -0.11, 0.46], [-0.58, 0.10, 1.03], [-0.11, -0.38, 0.12], [-0.07, 0.06, 0.22]],
  "lowdin_charge": [-0.251, 0.055, 0.848, -0.287, -0.647, 0.007, -0.262, 0.071, 0.143, -0.034, 0.008, 0.081, 0.107, -0.087, 0.135, 0.607, 0.140, 0.062, -0.256, 0.122, 0.060, -0.292, 0.046, 0.040, 0.053, 0.015, -0.733, 0.056, 1.390, 0.034, 0.773, -0.271, 0.069, -0.144, 0.703, -0.141, -0.262, 0.036, -0.110, 0.012, 0.142, -0.131, -0.215, -0.066, 0.024, 0.107, 0.136, 0.148, -0.126, 0.053, 0.005, 0.027, -0.264, 0.130, 0.089, 0.021, 0.061, 0.114, 0.028, 0.070, 0.066, 0.131, 0.095, 0.071, -0.005, -0.043, 0.088, 0.063, -0.262, -0.264, 0.127, 0.665, -0.023, 0.044]
}